## A
C5H12 | ωB97M-V/def2-TZVPD

```
! wB97M-V def2-TZVPD RIJCOSX def2/J DEFGRID3
* xyz 0 1
H -1.787 1.556 0.378
C 0.999 -0.273 -0.274
H 0.490 -1.344 -0.439
C -0.021 0.632 0.295
H 3.398 -0.776 -0.384
H 1.264 0.235 -1.211
C -1.497 0.694 -0.233
C 2.589 -0.183 0.080
H 2.947 -0.656 1.018
H 0.441 1.569 0.183
H -3.306 -0.712 -0.003
C -2.230 -0.762 0.089
H -1.199 0.734 -1.262
H -0.396 0.211 1.387
H -1.758 -1.255 -0.605
H -1.870 -0.989 1.117
H 2.740 0.784 0.080
*
```

The structure (SMILES) is CCCCC. The value obtained for the LUMO energy is 1.2458 eV.

## B
C5H12 | ωB97M-V/def2-TZVPD

```
! wB97M-V def2-TZVPD RIJCOSX def2/J DEFGRID3
* xyz 0 1
H -3.019 -1.029 -0.644
H 1.539 1.433 1.974
C -1.747 0.572 -1.243
H -2.300 1.494 -1.026
H -2.108 -1.528 -1.843
H -3.393 -0.330 -2.331
H 3.089 0.729 -0.035
H -1.286 0.313 -0.301
H 2.319 -0.620 -0.949
H -1.025 0.816 -2.022
C 1.608 -0.488 1.023
C 0.997 0.479 2.064
C -2.654 -0.608 -1.593
H 0.029 0.873 1.763
H 1.626 -1.578 1.043
C 2.311 -0.030 -0.034
H 1.298 0.015 2.985
*
```

The structure (SMILES) is C=CC.CC. The value obtained for the LUMO energy is 1.0915 eV.

Least stable structure: A

## A
C5H12 | ωB97M-V/def2-TZVPD

```
! wB97M-V def2-TZVPD RIJCOSX def2/J DEFGRID3
* xyz 0 1
C 0.217 1.218 1.869
H -0.814 0.917 1.677
H 0.949 -0.494 -1.512
H 0.416 1.876 0.959
H 1.159 -0.700 1.160
H -1.776 -0.671 -0.100
H 0.377 -1.603 -2.658
H -0.923 0.963 -2.661
H -1.663 -0.775 -2.775
H -0.616 -1.856 -1.298
C -0.053 -0.945 -1.591
H 0.386 1.949 2.691
C -1.152 -0.016 -2.115
C 1.268 0.066 1.965
H 2.254 0.550 2.088
H 1.083 -0.541 2.885
C -1.111 0.061 -0.584
*
```

The value obtained for the LUMO energy is -0.0346 eV.

## B
C5H12 | ωB97M-V/def2-TZVPD

```
! wB97M-V def2-TZVPD RIJCOSX def2/J DEFGRID3
* xyz 0 1
H -1.011 1.440 1.270
C 0.665 -0.098 0.426
H 1.821 -1.881 0.006
C 1.404 0.887 -0.457
H -2.918 0.738 -0.065
C 0.783 -1.534 -0.045
H -1.759 -0.661 -0.852
C -1.601 0.333 -0.455
H 1.087 0.805 -1.498
H -1.305 1.106 -1.153
H 2.484 0.703 -0.434
H 1.037 -0.019 1.452
C -1.113 0.435 0.874
H 0.460 -1.641 -1.081
H -1.463 -0.321 1.570
H 1.244 1.916 -0.130
H 0.186 -2.208 0.572
*
```

The value obtained for the LUMO energy is 1.1147 eV.

Least stable structure: A

## A
C26H34N4O4S | ωB97M-V/def2-TZVPD

```
! wB97M-V def2-TZVPD RIJCOSX def2/J DEFGRID3
* xyz 0 1
C -4.791 -2.952 2.108
N -0.552 2.191 1.485
N 2.861 0.129 1.264
H -2.548 4.932 -3.131
C -1.488 3.516 -1.830
H -0.397 -0.670 -0.745
H -1.746 -0.083 -2.452
H 2.625 2.734 0.600
O 0.075 1.436 -0.549
C -3.098 -2.824 0.410
C 3.181 0.747 -0.014
C -2.118 -2.688 1.381
N -0.302 -1.581 -1.176
C -2.489 -2.697 2.721
C -1.368 3.286 -0.486
C -2.845 5.186 -1.017
C 3.519 2.219 0.219
H -3.510 6.024 -0.950
H -1.729 -2.596 3.485
H 4.881 -0.228 1.799
H -1.102 1.142 -4.412
H 1.090 0.975 1.836
H 4.033 0.248 -0.505
H 1.885 -1.037 -2.347
H 3.407 2.263 2.811
H 3.836 2.689 -0.713
N -0.041 -1.395 1.659
S -2.313 4.424 0.423
H 3.236 -1.953 1.298
H 5.152 1.913 2.997
H 1.422 -0.895 3.060
C 4.280 1.769 2.357
H 2.301 0.692 -0.656
H -5.181 -3.058 0.008
C 3.978 0.280 2.181
H 3.714 -0.157 3.147
H -0.081 1.106 3.195
O -1.810 -0.104 1.100
O -0.298 -3.825 -0.955
C -4.426 -2.956 0.774
H -0.479 -0.310 -5.204
C -1.304 -0.694 -3.241
C 0.031 1.027 2.113
H 1.397 -2.579 2.535
C -0.578 0.201 -4.245
H 1.539 0.773 -4.309
C -0.397 -2.713 -0.468
H -5.829 -3.051 2.389
H -4.091 -2.819 4.128
H -2.100 -1.277 -3.703
C -0.699 -0.218 1.583
H 1.487 -1.632 -3.961
C -2.331 4.601 -2.132
H -0.327 -2.639 -2.914
H -0.980 2.917 -2.564
H -1.284 2.678 1.979
H 0.727 1.055 -2.756
C -0.215 -1.592 -2.622
H 1.993 -1.413 0.162
C -0.641 -2.578 1.047
C -0.575 2.219 0.129
C 2.403 -1.248 1.159
H -2.828 -2.826 -0.635
C 0.798 0.384 -3.612
C -3.816 -2.820 3.083
C 1.127 -1.025 -3.129
O 4.586 2.377 1.127
C 1.298 -1.546 2.192
H -0.153 -3.455 1.491
*
```

The structure (SMILES) is O=C(NCC(=O)N(CCN1CCOCC1)[C@H](C(=O)NC1CCCC1)c1ccccc1)c1cccs1. The value obtained for the LUMO energy is 0.2154 eV.

## B
C26H34N4O4S | ωB97M-V/def2-TZVPD

```
! wB97M-V def2-TZVPD RIJCOSX def2/J DEFGRID3
* xyz 0 1
H 1.908 -1.577 -2.861
C 1.450 2.665 0.833
C 0.363 0.946 -0.454
C 2.848 2.762 0.228
C 0.918 0.540 1.928
C -5.868 -1.190 1.699
C 1.369 -4.190 -0.785
C -0.680 -2.974 1.847
H -1.007 -3.943 2.169
N -0.305 -0.259 -0.513
C 3.885 2.020 1.068
C 2.194 -3.806 0.259
H 3.118 3.818 0.162
C 1.264 -3.384 -1.906
H -2.780 3.926 0.481
N -3.257 0.012 -0.799
C -3.848 2.432 -0.658
C -2.513 -0.910 -1.441
H -4.653 2.337 0.071
H -4.273 2.330 -1.658
C -1.038 -0.594 -1.719
C -4.550 -0.596 1.221
C -4.555 -0.412 -0.298
C 5.260 1.942 0.405
H -3.948 4.588 -0.663
H -5.858 -1.315 2.779
H 0.624 -3.678 -2.725
H -6.035 -2.161 1.241
H 3.982 2.527 2.030
C -2.795 1.341 -0.448
H 2.805 2.366 -0.786
H -4.384 0.364 1.714
H 6.294 0.938 -1.191
O -2.958 -1.991 -1.787
O 5.315 -1.055 0.290
H -5.320 0.307 -0.595
C 2.919 -2.630 0.191
C 2.825 -1.826 -0.941
H -1.948 1.599 -1.082
S 0.204 -1.985 2.934
C 0.318 -0.750 1.733
H 3.537 1.007 1.276
C 5.265 1.054 -0.846
H -2.413 3.940 -1.244
O 0.430 1.671 -1.429
O 1.374 0.971 2.964
H 3.204 -0.009 -1.791
H 0.767 3.326 0.294
H -2.459 1.360 0.598
C -0.880 -2.409 0.627
H 2.277 -4.427 1.138
H 3.569 -2.341 1.000
N 0.902 1.313 0.758
N 3.540 -0.629 -1.066
H 0.810 -5.111 -0.727
H 5.964 1.518 1.122
H -0.926 0.241 -2.416
H 5.603 2.944 0.138
C -3.207 3.807 -0.513
H -1.413 -2.887 -0.173
H 4.680 1.507 -1.647
C -0.301 -1.121 0.554
H -0.610 -1.493 -2.172
H -3.726 -1.261 1.492
C 4.737 -0.322 -0.476
H -4.775 -1.368 -0.779
C 1.984 -2.206 -1.984
H 1.474 2.930 1.892
H -6.698 -0.539 1.436
*
```

The structure (SMILES) is CCCN(CCC)C(=O)Cn1c(=O)n(CCCCCC(=O)Nc2ccccc2)c(=O)c2sccc21. The value obtained for the LUMO energy is 0.2814 eV.

Least stable structure: A

## A
C5H9N3O | ωB97M-V/def2-TZVPD

```
! wB97M-V def2-TZVPD RIJCOSX def2/J DEFGRID3
* xyz 0 1
H 1.259 0.453 -1.517
C 0.566 -0.283 1.390
H 0.967 -2.088 2.591
C 0.329 0.809 -0.941
H -1.329 2.038 -1.838
C -0.615 1.138 -2.054
N 0.384 -2.340 0.506
H -1.381 0.688 1.621
C -0.161 -1.494 -0.443
O -1.440 0.431 0.617
H -1.359 0.070 -2.173
H 0.237 1.494 -2.954
C -0.161 -0.066 0.157
N 0.805 0.602 2.241
H 0.973 0.034 3.268
N 0.899 -1.554 1.617
H 0.700 1.783 -0.642
H -0.672 -1.714 -1.445
*
```

The structure (SMILES) is [H]/N=C1\NN=C[C@]1(O)CC. The value obtained for the LUMO energy is 0.5540 eV.

## B
C5H9N3O | ωB97M-V/def2-TZVPD

```
! wB97M-V def2-TZVPD RIJCOSX def2/J DEFGRID3
* xyz 0 1
H 0.587 -0.167 -2.008
C -1.322 -0.657 -0.296
N -1.247 1.329 1.167
H 1.054 2.077 1.206
H 1.774 0.995 -1.904
H 0.774 -1.589 1.300
C -0.687 -2.001 -0.195
N 1.239 0.304 -1.385
C 0.321 -2.314 0.631
H -1.022 2.311 1.012
C -0.580 0.550 0.211
H -1.145 -2.762 -0.818
C 0.622 0.900 -0.319
N 1.322 1.955 0.228
H 0.715 -3.324 0.662
H 2.318 1.756 0.175
H -2.255 1.184 1.063
O -2.467 -0.548 -0.729
*
```

The structure (SMILES) is C=CC(=O)C(N)=C(N)N. The value obtained for the LUMO energy is 0.3789 eV.

Least stable structure: A

## A
C5H9N3O | ωB97M-V/def2-TZVPD

```
! wB97M-V def2-TZVPD RIJCOSX def2/J DEFGRID3
* xyz 0 1
H -2.730 -1.560 1.272
N -1.672 1.305 0.401
H 1.642 1.119 -2.186
H -1.356 2.302 0.506
H 0.889 -2.182 0.425
C -2.474 -0.639 0.646
N -2.114 0.484 1.349
H 2.657 -2.327 0.765
H 1.839 -1.062 1.500
O 2.054 -0.632 -0.591
C 1.419 1.555 -1.194
C 1.592 0.618 -0.269
N -1.745 0.788 -0.786
H 1.659 0.841 0.770
C -2.196 -0.495 -0.651
H -2.324 -1.213 -1.448
H 1.073 2.612 -1.026
C 1.785 -1.514 0.517
*
```

The structure (SMILES) is c1cn[nH]n1.C=COC. The value obtained for the LUMO energy is 0.9452 eV.

## B
C5H9N3O | ωB97M-V/def2-TZVPD

```
! wB97M-V def2-TZVPD RIJCOSX def2/J DEFGRID3
* xyz 0 1
C 0.045 -1.252 -1.075
H 1.887 -2.355 -1.082
C 1.627 -0.375 0.117
C -2.144 0.787 1.190
C 1.304 -1.524 -0.730
H -0.517 -2.008 -1.649
O -1.578 -0.407 0.624
H -1.691 0.751 -1.797
N -0.912 0.965 -1.224
H -1.282 1.468 1.419
H -2.772 1.253 0.370
C -0.520 -0.062 -0.347
H 2.701 0.591 1.378
N 2.846 -0.254 0.751
H -0.917 1.814 -0.816
H -2.577 0.570 2.073
H 3.813 -0.448 0.494
N 0.685 0.484 0.303
*
```

The structure (SMILES) is CO[C@]1(N)C=CC(N)=N1. The value obtained for the LUMO energy is 0.9521 eV.

Least stable structure: A